(1)
H24HeO12 | ωB97M-V/def2-TZVPD

```
37
H24HeO12 ωB97M-V/def2-TZVPD
He 0.5473 0.0961 0.8368
O -3.5982 -0.6548 2.0794
H -3.4895 -0.8840 3.0024
H -2.8896 -1.1175 1.6322
O -3.0297 1.8753 0.7876
H -3.0859 1.1211 1.3744
H -2.3634 1.6306 0.1454
O -1.5867 -1.7514 0.4158
H -0.7107 -1.6899 0.7967
H -1.8009 -2.6835 0.4558
O -0.7764 1.6536 -0.9630
H -0.0627 1.9550 -0.4008
H -1.0610 2.4386 -1.4310
O 1.4334 -2.0456 -0.8923
H 1.7694 -1.8363 -1.7638
H 1.9553 -1.5065 -0.2980
O 0.8431 -2.0352 2.5817
H 0.3259 -1.6076 3.2643
H 1.6952 -1.6007 2.6186
O 3.5051 -0.9783 0.7470
H 3.5568 -1.9337 0.7743
H 4.2578 -0.6825 1.2590
O 3.1323 1.5837 -0.3128
H 2.5874 2.1623 0.2206
H 3.1667 0.7642 0.1806
O -0.6315 -1.7408 -3.2172
H -1.5253 -1.4216 -3.0928
H -0.2506 -1.7361 -2.3391
O -2.9483 -0.9051 -1.8758
H -3.4903 -0.1349 -1.7048
H -2.5026 -1.0740 -1.0457
O 1.0511 2.9958 0.9452
H 1.0878 3.6916 0.2888
H 1.0908 3.4550 1.7841
O 1.2686 1.4934 -2.6731
H 0.5309 1.3666 -2.0765
H 1.9986 1.7370 -2.1039
```

Values from the calculation:
Electronic energy (eV): -25039.1029
2S+1: 1
LUMO (eV): -0.43
ΔE to the lowest compared entry with this formula, charge and spin (eV): 1.060
Frontier orbital gap (eV): 9.5



(2)
H24HeO12 | ωB97M-V/def2-TZVPD

```
37
H24HeO12 ωB97M-V/def2-TZVPD
He -6.7028 -0.5210 25.7165
O -9.3083 -1.7469 25.7521
H -8.8008 -1.3515 26.4608
H -9.9264 -2.3283 26.1950
O -5.3177 1.6016 23.2327
H -5.8470 0.8175 23.0867
H -4.6963 1.6107 22.5047
O -5.2945 1.1852 26.9081
H -4.8204 0.3539 26.8883
H -5.4965 1.3243 27.8334
O -6.7117 -0.7519 22.9598
H -7.0155 -1.3495 23.6431
H -7.0010 -1.1559 22.1417
O -4.2499 -1.6336 22.0134
H -3.8621 -2.2126 22.6697
H -5.0541 -1.3129 22.4215
O -3.2304 -0.5668 24.9013
H -3.0302 -0.5188 25.8361
H -4.1001 -0.1750 24.8217
O -9.5582 -3.0088 23.2467
H -9.5133 -2.6135 24.1173
H -10.4832 -2.9556 23.0063
O -6.1165 -3.2036 24.8884
H -5.3524 -3.6428 24.5149
H -6.7662 -3.8989 24.9919
O -6.8879 3.4998 26.1822
H -6.5051 2.6293 26.2916
H -6.9096 3.6351 25.2349
O -7.3554 -3.6487 27.8300
H -7.7261 -2.7665 27.8065
H -7.8501 -4.1345 27.1700
O -8.8328 -1.1753 28.5460
H -8.8123 -0.2837 28.8937
H -9.3934 -1.6572 29.1541
O -4.6883 -2.0011 27.0362
H -5.2524 -1.9450 27.8074
H -5.2610 -2.3301 26.3433
```

Values from the calculation:
Electronic energy (eV): -25038.9363
2S+1: 1
LUMO (eV): -0.45
ΔE to the lowest compared entry with this formula, charge and spin (eV): 1.227
Frontier orbital gap (eV): 10.1



(3)
H24KrO12 | ωB97M-V/def2-TZVPD

```
37
H24KrO12 ωB97M-V/def2-TZVPD
Kr -8.9670 12.6832 -13.1160
O -11.7614 15.0435 -12.9949
H -12.5346 14.7652 -12.5041
H -11.0224 14.6956 -12.4960
O -8.5419 12.6322 -9.4489
H -8.8150 11.7150 -9.4300
H -8.6273 12.9268 -8.5422
O -10.6649 14.1125 -10.4724
H -9.8731 13.6720 -10.1639
H -11.3559 13.8016 -9.8875
O -12.4053 10.6679 -10.9825
H -12.7412 11.1046 -11.7652
H -11.4682 10.5655 -11.1483
O -7.0918 9.9649 -13.2326
H -7.8238 10.0188 -12.6182
H -6.4490 10.5889 -12.8953
O -9.3760 14.6434 -15.6594
H -9.4824 15.1342 -14.8445
H -8.4285 14.5589 -15.7667
O -5.8753 13.6060 -9.4748
H -6.6578 13.3678 -9.9720
H -5.9404 13.0972 -8.6667
O -7.7914 10.8493 -15.7952
H -7.5448 10.4852 -14.9450
H -8.5241 10.3060 -16.0856
O -7.0062 13.6499 -16.5857
H -7.1660 12.7558 -16.2836
H -6.9008 13.5677 -17.5335
O -11.6892 10.2327 -14.1844
H -11.1438 10.5202 -14.9166
H -11.8527 9.3054 -14.3565
O -11.0816 12.1685 -16.1261
H -11.9390 12.5694 -16.2692
H -10.6962 12.6750 -15.4112
O -9.8880 9.7066 -12.2074
H -10.0041 8.7717 -12.0377
H -10.3760 9.8662 -13.0152
```

Values from the calculation:
Electronic energy (eV): -99890.1698
2S+1: 1
LUMO (eV): -0.29
ΔE to the lowest compared entry with this formula, charge and spin (eV): 0.637
Frontier orbital gap (eV): 10.3



(4)
H24KrO12 | ωB97M-V/def2-TZVPD

```
37
H24KrO12 ωB97M-V/def2-TZVPD
Kr 0.4623 0.8061 0.1096
O -2.0590 -1.6183 -1.3273
H -2.8341 -2.1666 -1.2059
H -1.5433 -1.7523 -0.5321
O 1.1708 1.4539 4.0541
H 1.4844 2.3583 4.0504
H 0.5321 1.4185 3.3421
O -2.3757 0.7359 -2.8887
H -3.2357 0.6431 -3.2985
H -2.3269 0.0103 -2.2663
O -1.4878 0.4222 2.5472
H -2.1604 0.0892 3.1413
H -0.9193 -0.3301 2.3826
O -3.1924 2.0476 1.3029
H -2.7495 2.2931 0.4907
H -2.5217 1.5957 1.8150
O 2.7906 -0.4763 -1.7640
H 2.3787 0.3872 -1.7928
H 3.7272 -0.2932 -1.6898
O -1.9514 2.9215 -1.1248
H -1.1632 3.2882 -1.5254
H -2.1230 2.1214 -1.6214
O 0.5684 -1.9303 -2.6129
H -0.2973 -1.7471 -2.2478
H 1.1756 -1.4714 -2.0324
O 0.7259 -1.6260 2.4711
H 1.6623 -1.6724 2.2785
H 0.3099 -2.1094 1.7573
O 2.5411 2.8743 -2.1035
H 2.6902 2.7534 -3.0413
H 1.7831 3.4567 -2.0542
O -0.7271 -2.8940 0.5714
H -1.1362 -3.3901 1.2805
H 0.0845 -3.3660 0.3854
O 3.3997 -1.6725 1.3946
H 3.6768 -2.3266 0.7530
H 3.6406 -0.8337 1.0014
```

Values from the calculation:
Electronic energy (eV): -99889.8023
2S+1: 1
LUMO (eV): -0.19
ΔE to the lowest compared entry with this formula, charge and spin (eV): 1.005
Frontier orbital gap (eV): 9.7



(5)
H24Li2O16S | ωB97M-V/def2-TZVPD

```
43
H24Li2O16S ωB97M-V/def2-TZVPD
Li 14.8145 9.4036 -0.0826
Li 13.8832 7.6417 -2.9059
S 12.9272 9.8537 -1.9044
O 13.8610 10.8349 -1.4085
O 11.5148 10.1662 -1.7271
O 13.1135 9.3885 -3.3149
O 13.3170 8.6284 -1.1824
O 12.6164 12.6048 0.2852
H 12.2216 11.7686 0.5782
H 13.2592 12.3435 -0.3906
O 14.7567 10.7716 1.2812
H 15.4606 11.0468 1.8767
H 14.0767 11.4690 1.3537
O 15.0498 7.5439 1.1377
H 15.5926 7.0743 1.7790
H 14.3299 6.9345 0.9277
O 9.9818 12.4037 -1.7421
H 10.5510 11.6066 -1.6879
H 9.4471 12.3807 -0.9437
O 12.2176 6.5926 -3.1734
H 11.2806 6.8254 -3.1553
H 12.2492 5.6773 -2.8701
O 15.7393 12.7500 -1.7483
H 16.5458 12.2522 -1.8887
H 15.0289 12.0759 -1.6411
O 16.3973 9.3610 -1.1872
H 16.3638 8.6922 -1.8769
H 16.8818 10.0927 -1.5835
O 11.4583 6.5431 -0.4981
H 11.9943 7.3004 -0.7945
H 10.5481 6.8589 -0.5285
O 11.5915 10.7282 -5.2974
H 11.8892 11.6407 -5.2057
H 12.0796 10.2369 -4.6066
O 11.2599 10.1746 1.1576
H 11.3194 9.8990 0.2274
H 10.9104 9.4050 1.6173
O 15.0910 10.2563 -5.2052
H 14.3863 9.8545 -4.6645
H 15.7866 9.5929 -5.2511
O 9.6361 9.7297 -3.6599
H 10.2153 9.8017 -2.8820
H 10.0822 10.2813 -4.3308
```

Values from the calculation:
Electronic energy (eV): -44400.8342
2S+1: 1
LUMO (eV): -1.57
ΔE to the lowest compared entry with this formula, charge and spin (eV): 0.000
Frontier orbital gap (eV): 7.9



(6)
H24NO10 | ωB97M-V/def2-TZVPD

```
35
H24NO10 ωB97M-V/def2-TZVPD
N 4.9774 -10.1866 -1.2186
H 4.5800 -10.9002 -0.6250
H 6.0099 -10.2399 -1.1415
H 4.6722 -9.2666 -0.8924
H 4.5645 -10.3826 -2.0789
O 7.8425 -11.8325 -1.5076
H 8.4595 -12.1063 -0.8466
H 8.2725 -12.0763 -2.3399
O 2.4317 -12.7136 -1.2291
H 1.5475 -13.0910 -1.0771
H 2.6983 -12.3025 -0.3762
O 4.9430 -12.2486 3.3185
H 5.0220 -13.1894 3.5801
H 4.5685 -11.7793 4.0507
O 3.1080 -7.5174 0.2568
H 2.5610 -7.7872 -0.4910
H 2.9131 -6.6557 0.4374
O 2.8427 -10.9104 -3.3231
H 2.3824 -11.0355 -4.1818
H 2.7468 -11.6671 -2.7542
O 1.1900 -9.1940 -1.3343
H 1.2494 -9.2668 -2.2950
H 1.4674 -10.0403 -1.0201
O 6.6235 -9.6780 0.9934
H 6.0493 -10.0098 1.7108
H 7.5318 -9.7976 1.3019
O 1.4159 -10.0072 1.4072
H 1.9868 -9.2164 1.3448
H 0.9856 -10.0038 2.2900
O 3.6987 -11.4642 1.0625
H 2.8955 -11.0864 1.4553
H 4.2043 -11.9265 1.7518
O 5.1925 -12.9575 -0.9615
H 5.9611 -12.8904 -1.5187
H 4.6288 -13.5852 -1.4479
```

Values from the calculation:
Electronic energy (eV): -22350.7963
2S+1: 1
LUMO (eV): -2.52
Charge: +1
ΔE to the lowest compared entry with this formula, charge and spin (eV): 0.000
Frontier orbital gap (eV): 11.8



(7)
H24NO10 | ωB97M-V/def2-TZVPD

```
35
H24NO10 ωB97M-V/def2-TZVPD
N 16.5260 18.7750 13.6870
H 17.2320 19.3150 13.2710
H 16.4390 17.9530 13.1990
H 15.6290 19.1730 13.8480
H 16.8870 18.7100 14.6490
O 13.9360 21.7100 14.3750
H 14.5680 21.9390 13.6150
H 13.5760 22.4860 14.6930
O 16.3580 21.3730 15.5910
H 15.4790 21.6800 15.4170
H 16.6190 21.0160 16.3580
O 15.3880 18.9780 10.9700
H 15.7070 18.1490 10.6770
H 14.8660 19.4510 10.2140
O 15.9630 21.7640 12.4640
H 15.4050 22.0660 11.5340
H 16.3790 22.4260 13.0150
O 19.4370 19.5370 15.6480
H 19.9060 20.2910 15.8340
H 19.9650 18.9330 15.0670
O 18.4350 16.1240 13.5610
H 18.0050 15.7070 13.0280
H 19.2890 15.5870 13.6940
O 18.3300 21.0110 10.9130
H 17.3520 21.2770 11.1360
H 18.6580 21.7520 10.5770
O 17.0070 16.4950 15.7210
H 16.3680 15.8410 15.8240
H 17.5600 16.2070 15.1310
O 14.1490 17.8690 15.3830
H 13.2810 18.2420 15.1680
H 14.0650 17.2230 14.8710
O 15.7360 16.2780 11.4370
H 15.8060 15.3590 11.8100
H 15.1800 16.4380 10.6400
```

Values from the calculation:
Electronic energy (eV): -22345.2088
2S+1: 1
LUMO (eV): -2.97
Charge: +1
ΔE to the lowest compared entry with this formula, charge and spin (eV): 5.588
Frontier orbital gap (eV): 10.9